55
Properties=species:S:1:pos:R:3:forces:R:3 method="wB97M-V/def2-TZVPD" relative_energy_kcal_mol=0.0 orbital_gap_ha="0.258 / 0.283" total_energy_ha=-7699.77991 total_charge=+2 multiplicity=3 s_squared=2.018
V 1.15428 0.64565 -0.70685 0.55 -0.11 0.01
Cl 6.34179 -0.18217 4.03864 -0.03 0.00 -0.02
C 4.88282 0.00208 3.17144 0.07 -0.01 0.01
C 4.91368 0.08007 1.77801 -0.06 0.00 0.00
Cl 6.38225 -0.00085 0.90964 -0.01 0.00 0.02
C 3.71099 0.22973 1.10133 0.15 0.00 -0.15
Cl 3.69264 0.36327 -0.65241 0.02 0.00 0.20
C 2.49369 0.30807 1.76075 -0.44 0.06 -0.28
O 1.33538 0.47389 1.06983 0.28 0.04 0.31
C 2.46776 0.23364 3.14812 0.06 -0.05 0.10
Cl 0.95309 0.32976 3.95086 0.06 0.00 -0.05
C 3.66136 0.07784 3.85264 -0.06 0.00 0.03
Cl 3.62635 -0.01920 5.55501 0.01 0.00 -0.01
Br 3.93083 5.29775 1.24400 0.06 0.02 0.04
C 2.52935 4.69029 0.16827 -0.05 -0.04 -0.04
C 1.67197 5.56901 -0.47392 -0.01 0.02 -0.01
C 0.64532 5.04019 -1.23939 0.00 -0.02 0.00
C 0.51346 3.67118 -1.34082 0.00 -0.03 0.01
N 1.35199 2.81300 -0.73542 0.01 -0.03 -0.06
C 2.34158 3.32966 0.01097 -0.02 -0.06 0.02
H 1.80153 6.63809 -0.37269 0.00 0.00 0.00
H -0.05248 5.68343 -1.75580 0.00 0.01 0.01
H -0.28698 3.24465 -1.92623 0.00 0.02 -0.01
H 3.00141 2.63926 0.51470 0.02 0.02 0.01
C -5.16917 -3.42616 -0.76617 -0.01 0.01 -0.02
C -3.70123 -3.14459 -0.63807 -0.01 0.00 -0.01
C -2.89341 -3.01375 -1.77240 0.00 0.00 0.00
C -1.53390 -2.79254 -1.66013 0.00 0.02 0.05
C -0.97518 -2.68518 -0.38880 -0.11 -0.02 -0.09
C -1.75680 -2.78942 0.75629 -0.06 0.01 -0.02
C -3.11535 -3.02508 0.62100 0.01 0.00 0.03
S 0.73950 -2.42907 -0.14728 0.30 0.19 0.04
C 1.45532 -3.84746 -0.93787 -0.06 -0.10 -0.03
O 1.17619 -1.29402 -1.12493 -0.25 0.11 0.06
H -5.49251 -3.41204 -1.80480 0.00 0.01 0.00
H -5.75615 -2.69427 -0.21011 0.00 -0.01 0.01
H -5.40508 -4.40822 -0.35403 0.01 0.00 0.01
H -3.33994 -3.10839 -2.75431 0.00 0.00 0.00
H -0.91819 -2.70400 -2.54734 0.01 0.00 0.00
H -1.31011 -2.69951 1.73939 0.02 0.00 0.00
H -3.72950 -3.12574 1.50727 0.00 0.00 0.00
H 1.09929 -3.91401 -1.96397 0.02 0.00 0.00
H 1.14785 -4.72057 -0.36231 0.01 -0.02 -0.02
H 2.53643 -3.73327 -0.90100 0.01 0.01 0.00
I -0.10121 0.73327 -3.41879 0.04 -0.04 -0.16
C -1.45970 0.89923 -1.83568 -0.10 0.11 -0.04
C -2.80047 1.14489 -2.03455 -0.02 -0.11 0.10
C -3.59151 1.27000 -0.89774 -0.01 0.00 0.00
C -3.01514 1.16799 0.36052 0.01 -0.01 0.02
C -1.65510 0.94805 0.46076 0.00 -0.04 -0.01
N -0.88972 0.81570 -0.63321 -0.41 0.05 -0.04
H -3.21214 1.22993 -3.02961 -0.01 -0.01 0.00
H -4.65300 1.45374 -1.00036 0.00 0.01 0.00
H -3.60728 1.26950 1.25854 -0.01 0.00 -0.01
H -1.13683 0.87673 1.40903 -0.01 0.00 0.00

***

43
Properties=species:S:1:pos:R:3:forces:R:3 method="wB97M-V/def2-TZVPD" orbital_gap_ha=0.305 total_energy_ha=-3272.82383 total_charge=-1 multiplicity=1
Br -0.62721 1.39183 -0.13000 0.00 -0.21 0.02
C -1.08900 1.08374 4.58849 1.27 -0.32 -0.76
C -0.14269 2.24733 4.42083 1.42 0.41 -1.93
C 1.40839 1.95365 4.54742 -0.98 -0.25 1.06
O -0.21904 2.84275 3.08931 -0.69 0.55 1.57
H -0.80856 0.40755 3.78088 -0.53 -0.50 0.01
H -2.11463 1.43764 4.48382 0.05 -0.28 0.14
H -0.85388 0.60728 5.54022 -0.46 -0.11 0.11
H -0.56638 2.95278 5.13562 0.91 0.79 -0.04
H 1.65994 1.59621 5.54594 0.09 0.14 0.33
H 2.02203 2.82385 4.31440 -0.39 0.20 0.13
H 1.78514 1.16821 3.89226 -0.61 -0.10 -0.38
H -0.32912 2.18544 2.39834 -0.09 -0.48 -0.39
C -1.87290 -2.73076 -1.37996 -0.01 -1.23 1.15
C -2.16566 -1.81735 -2.51605 -0.37 2.07 1.11
C -3.34910 -0.79407 -2.20494 -0.20 -1.62 -1.21
O -1.00748 -1.04900 -2.73275 0.13 -0.31 -0.94
H -2.68540 -3.44778 -1.26242 0.00 -0.24 0.21
H -1.67362 -2.27812 -0.40861 -0.54 0.70 0.01
H -0.92711 -3.25656 -1.51079 -0.20 -0.34 -0.70
H -2.34483 -2.45852 -3.37914 -0.20 0.45 -0.37
H -4.29747 -1.32442 -2.29102 -0.27 -0.32 0.48
H -3.46186 -0.08311 -3.02343 0.61 0.29 0.11
H -3.30196 -0.29000 -1.23964 0.42 -0.10 -0.11
H -0.82459 -0.65035 -1.87880 0.38 0.57 0.30
C 2.54906 -0.60985 0.51191 0.80 -0.39 0.34
C 2.60408 -1.39427 -0.81210 -0.70 0.07 0.60
C 1.95450 -2.80471 -0.81499 0.82 0.29 -0.21
O 2.06783 -0.52646 -1.79464 0.40 -0.78 -0.32
H 3.19122 -1.04826 1.27580 -0.10 -0.39 0.17
H 1.55949 -0.43691 0.93492 -0.16 -0.25 -0.30
H 2.99115 0.37453 0.35804 -0.09 0.11 -0.27
H 3.64406 -1.61304 -1.05437 0.30 0.39 -0.12
H 2.50114 -3.45178 -0.12899 -0.36 0.17 0.86
H 2.24287 -3.32906 -1.72603 -0.50 0.41 -0.62
H 0.87226 -2.81777 -0.68581 0.24 0.01 0.17
H 1.50573 0.08887 -1.31816 -0.48 0.43 -0.17
C 0.04716 2.80253 -3.96257 0.79 -0.99 -1.17
O 0.23924 1.49982 -3.45809 -0.28 0.33 0.61
H 1.03347 3.25620 -4.05991 -0.03 0.62 0.29
H -0.26069 2.58787 -4.98593 -0.56 0.85 -0.30
H -0.66502 3.40766 -3.40156 0.09 0.02 -0.07
H -0.29054 1.49641 -2.65752 0.08 -0.66 0.63

***

46
Properties=species:S:1:pos:R:3:forces:R:3 method="wB97M-V/def2-TZVPD" relative_energy_kcal_mol=48.3 orbital_gap_ha=0.342 total_energy_ha=-866.68533 multiplicity=1 smiles=CCCCNCCC.O.O.O.O.O.O.O
C 1.98151 1.15698 0.42378 1.54 -0.80 -0.42
C 1.84018 1.86562 -0.93466 -2.06 -0.18 0.42
C 1.44995 3.34123 -0.72784 0.11 0.24 -0.36
C 0.64726 1.06464 1.12941 -1.42 -0.83 0.36
N -0.21370 -0.03192 0.51509 0.60 1.59 1.15
C -0.50348 -1.06920 1.51180 0.09 -0.78 -1.87
C -1.46591 -2.06722 0.79494 -0.92 -0.17 1.79
C -2.91428 -1.53996 0.94066 0.02 0.87 -0.95
H 2.30392 0.09865 0.25567 -0.30 1.10 0.10
H 2.83430 1.64577 0.95227 -0.83 -0.15 0.22
H 1.01450 1.34244 -1.43593 -0.13 0.23 -0.12
H 2.64382 1.72470 -1.64923 0.62 0.24 0.40
H 1.40702 3.87778 -1.68530 0.45 0.04 0.33
H 0.49383 3.59095 -0.26124 -0.30 -0.87 -0.17
H 2.12613 3.78637 -0.00260 0.61 0.36 -0.37
H 0.59713 0.77509 2.19335 1.09 0.36 -0.10
H 0.12079 2.02433 1.12728 -0.06 -0.09 -0.35
H 0.30536 -0.41885 -0.26385 -0.15 -0.19 0.00
H 0.41517 -1.54230 1.92002 -0.11 -0.14 -0.32
H -1.00068 -0.66585 2.40211 -0.11 0.12 -0.38
H -1.32903 -2.31859 -0.25328 0.80 0.49 -0.13
H -1.39034 -3.01927 1.30842 0.00 -0.31 0.21
H -3.26410 -1.09007 -0.00075 0.02 -0.41 0.12
H -3.67143 -2.24166 1.28310 0.21 -0.17 0.05
H -2.91670 -0.65973 1.57589 -0.15 -0.07 0.46
H 1.93082 -3.10957 -1.76451 0.16 -0.11 -0.31
H 0.93124 -2.70298 -0.77406 -0.23 -0.10 0.24
O 0.97394 -3.09822 -1.65316 0.40 0.14 0.57
H -1.90309 2.85399 2.69862 -0.03 0.61 -0.05
H -2.08441 1.41498 2.91180 -0.53 0.17 0.34
O -2.44790 2.26481 3.22142 0.56 -0.79 -0.32
H -0.00750 -2.00371 -2.53645 -0.42 0.08 -0.88
H -1.36314 -2.48593 -2.93361 -0.51 -0.42 -0.12
O -0.75077 -1.79221 -3.16314 0.74 0.26 0.63
H -2.81982 0.37468 -3.53456 -0.44 -0.01 -0.57
H -1.62599 -0.29465 -2.85615 0.07 -0.05 -0.09
O -2.20147 0.49290 -2.82453 0.43 0.12 0.52
H -3.34245 0.90923 -1.50622 -1.04 -0.11 0.14
H -3.44253 2.17975 -0.88435 -0.74 0.29 0.36
O -4.04775 1.43626 -1.03899 1.67 -0.08 -0.39
H 3.86168 -0.27451 2.41538 -0.22 -0.18 0.18
H 2.46305 -0.89069 2.53832 -0.24 0.13 0.06
O 3.36325 -1.09278 2.27973 0.61 0.13 -0.10
H 3.75650 -1.04314 0.18366 -0.07 -0.40 0.15
H 3.86433 -1.24214 -1.33394 0.31 0.21 -0.43
O 3.38080 -1.52601 -0.56436 -0.12 -0.36 0.04